Record 1
# C43H46Co2N3O6

A molecular structure, C43H46Co2N3O6 (ωB97M-V with the def2-TZVPD basis set, OMol25).

Element x y z (Å)
H  1.992  3.611  -3.678
C  3.045  -2.079  -2.916
C  -0.440  5.834  5.213
H  1.598  -5.127  -3.771
H  3.662  2.440  -1.227
H  1.034  -1.186  1.251
H  1.653  -3.635  -4.729
O  1.218  1.082  2.567
O  0.848  -2.380  6.705
N  -1.079  -0.760  -2.181
H  6.040  -0.883  -4.018
H  -3.139  -3.599  -0.694
H  -1.601  -3.536  -4.731
H  -2.396  -0.057  0.161
H  -3.103  -4.432  -4.420
Co  -0.568  0.582  4.791
H  -4.048  2.887  -2.099
C  -2.418  -0.791  -2.737
C  -2.137  -4.139  -3.989
C  -1.129  -1.079  4.823
C  2.319  1.681  -2.751
H  3.026  -3.601  -0.646
H  2.444  -5.118  -1.363
H  -3.157  2.753  -4.590
C  3.041  0.363  -2.990
C  0.133  3.166  5.921
O  -1.620  -2.127  4.736
C  -0.722  -0.897  -0.859
C  0.655  -0.945  -0.800
H  -0.984  0.259  9.150
C  2.597  2.193  -1.342
H  -1.371  5.980  7.163
H  0.588  5.383  3.354
C  2.640  2.737  -3.809
C  2.499  0.678  8.219
H  -1.633  1.882  -4.874
H  2.010  3.095  -1.136
H  3.680  3.077  -3.737
H  2.341  1.439  -0.589
C  -2.182  2.501  -4.154
H  -1.552  -5.047  -3.803
C  -0.085  1.036  7.431
H  -1.336  1.512  -2.469
C  0.532  0.851  3.478
C  4.356  -2.074  -3.390
H  -1.618  3.428  -4.002
H  -4.854  -2.986  -3.601
C  -3.039  2.603  -1.772
H  -2.456  -5.078  -1.397
H  4.868  -3.023  -3.553
C  0.286  1.753  6.252
H  3.156  -4.509  -4.366
C  2.178  -4.217  -3.963
C  -2.325  -3.348  -2.694
C  -0.554  4.017  6.819
H  -1.329  -3.091  -2.317
C  -4.364  0.384  -3.509
C  -3.054  0.418  -3.029
H  -0.670  6.858  4.928
O  3.153  0.832  9.156
H  -4.034  -4.476  -1.957
O  3.462  0.592  4.677
H  -2.301  -1.842  0.218
C  -3.033  -4.173  -1.623
C  -5.010  -0.834  -3.711
C  1.499  -1.044  0.288
C  2.651  0.555  5.499
C  -1.706  -0.916  0.215
C  2.325  -3.402  -2.679
C  1.012  -1.235  6.708
C  -0.838  5.340  6.461
C  -2.053  1.394  4.411
H  -2.466  3.518  -1.579
H  -1.170  -0.856  1.173
H  1.249  1.447  -2.835
H  -3.124  2.051  -0.827
C  0.274  5.015  4.330
C  -4.354  -2.030  -3.432
O  -3.049  1.937  4.154
H  -6.032  -0.851  -4.095
H  -0.876  3.621  7.785
H  4.028  -4.463  -1.841
Co  1.439  0.497  6.776
H  1.318  -3.137  -2.341
N  0.010  -0.656  -2.986
N  1.060  -0.841  -2.154
H  -2.047  1.441  8.147
C  -2.342  1.753  -2.832
C  4.351  0.336  -3.463
C  2.999  -4.196  -1.567
C  -1.097  0.919  8.291
H  4.864  1.270  -3.684
C  5.013  -0.876  -3.655
C  0.604  3.712  4.705
C  2.410  -0.851  -2.679
C  -3.045  -2.025  -2.948
H  2.569  -1.016  0.127
H  -4.873  1.323  -3.731
H  2.475  2.338  -4.816
H  1.208  3.089  4.046

Computed properties:
Net charge: -1

Mulliken atomic charge list, values in e, 8 entries: 0.4245, 0.7020, -0.4318, 0.3850, 0.2844, 0.2447, 0.3506, -0.4638

***

Record 2
# C20H45F7N2O11S2

9 unconnected molecules or ions with the total composition C20H45F7N2O11S2 (ωB97M-V with the def2-TZVPD basis set, OMol25).

Element x y z (Å)
C  -1.491  5.356  -0.194
S  -2.193  2.366  4.342
H  -1.321  -5.370  -3.977
H  3.904  3.653  -1.970
H  -2.977  -6.683  -6.522
H  -2.514  -3.963  -5.867
H  -1.850  -6.231  -2.513
H  -3.735  -2.577  -2.845
F  -0.893  -3.715  0.886
H  4.154  3.775  -0.211
C  -2.368  -1.289  2.590
H  2.344  1.677  0.354
C  6.753  -1.126  6.482
H  -0.872  6.196  0.115
H  -4.464  2.659  -6.340
H  1.637  0.117  0.740
C  -0.100  0.674  4.684
C  3.792  -0.046  2.174
C  -0.558  1.720  3.722
H  -3.096  2.064  -5.373
H  6.801  -0.067  6.238
H  0.752  2.937  1.740
H  -1.873  5.541  -1.200
O  5.865  -1.758  5.565
C  -0.138  2.944  -3.896
H  -2.075  -1.936  -2.962
H  -0.248  2.965  -4.979
O  -1.667  -4.176  -2.345
F  -2.598  -0.928  3.875
H  0.107  2.596  3.759
C  -3.117  -1.764  -3.228
F  -1.507  -3.343  3.413
H  -3.997  -4.882  -5.519
O  -2.392  -5.980  -6.221
O  -0.686  4.174  -0.183
O  0.341  -1.324  2.414
H  5.573  2.075  -1.973
O  5.148  2.236  -1.124
C  -3.717  2.935  -5.598
C  -3.153  -4.776  -6.205
H  -0.182  -5.591  -2.630
O  -0.872  -0.757  0.508
F  -3.433  -0.845  1.909
H  4.808  0.185  2.554
C  -1.228  -5.417  -2.895
O  3.324  -1.278  2.690
C  -1.968  1.814  1.647
C  0.469  1.941  1.363
C  4.636  3.562  -1.164
H  -2.325  5.244  0.502
F  -2.763  -2.895  0.154
O  -2.909  3.980  -6.125
O  -0.610  4.180  -3.366
H  -3.469  -0.575  -1.730
C  3.279  -1.282  4.122
H  3.889  -0.187  1.078
C  -2.409  -2.853  2.557
C  -2.169  -3.514  1.156
H  0.044  2.111  0.362
H  -2.574  1.377  5.206
S  -0.779  -0.570  1.939
C  1.783  1.133  1.144
H  -0.504  4.140  -2.409
H  3.656  -0.321  4.532
H  2.218  -1.378  4.424
H  7.752  -1.560  6.398
O  -3.559  -0.518  -2.687
H  -3.210  -1.720  -4.313
H  3.350  2.070  2.318
H  2.223  1.063  3.361
F  -3.601  -3.271  2.997
H  3.908  -2.080  4.531
H  6.384  -1.244  7.504
N  -2.886  2.194  1.135
N  0.118  -0.134  5.424
H  -2.260  4.204  -5.447
H  5.835  -2.693  5.795
H  -3.520  -4.550  -7.210
H  0.916  2.809  -3.643
H  -4.220  3.280  -4.692
H  5.452  4.272  -1.322
F  -2.712  -4.744  1.217
H  -0.729  2.119  -3.488
H  -1.575  -4.241  -1.390
H  -1.253  3.443  -0.459
C  -0.661  1.238  2.193
C  2.761  1.133  2.402

Computed properties:
SMILES: COCCCC[C@](C#N)([C@@H](S)C#N)S(=O)(=O)C(F)(F)C(F)(F)C(F)(F)F.CO.CO.CO.CO.CO.CO.CO.CO

Mulliken atomic charge list, values in e, 8 entries: -0.6865, -0.1951, 0.0831, 0.1939, 0.2923, 0.1492, 0.2739, 0.2633

***

Record 3
# C4H12N3

2 unconnected molecules or ions with the total composition C4H12N3 (ωB97M-V with the def2-TZVPD basis set, OMol25).

Element x y z (Å)
N  2.199  -1.947  -1.388
C  -0.955  1.195  1.083
H  0.810  2.354  0.734
N  0.956  -1.097  0.396
C  -1.371  1.224  -0.211
C  0.301  1.842  1.596
N  -2.409  0.425  -0.680
H  -2.925  0.854  -1.405
H  3.067  -1.758  -0.954
H  1.790  -0.983  0.929
H  -1.577  0.618  1.778
C  1.042  -1.587  -0.799
H  1.019  1.111  2.029
H  -1.009  2.017  -0.886
H  -3.026  0.084  0.008
H  0.107  -0.674  0.857
H  2.202  -2.142  -2.362
H  0.129  -1.788  -1.402
H  0.090  2.596  2.363

Computed properties:
Net charge: +1
ΔE to the lowest compared entry with this formula, charge and spin, kJ/mol: 145.33

Mulliken atomic charge list, values in e, 8 entries: -0.3389, -0.6311, 0.2830, -0.2486, -0.0314, -0.8467, -0.4685, 0.2442

***

Record 4
# C17H20Cl2F4O15

6 unconnected molecules or ions with the total composition C17H20Cl2F4O15 (ωB97M-V with the def2-TZVPD basis set, OMol25).

Element x y z (Å)
F  -0.616  -5.178  5.124
C  0.391  -0.588  0.251
C  1.269  -3.698  5.177
H  1.032  -0.891  1.072
Cl  -0.248  1.020  0.664
H  2.781  2.762  -0.329
O  3.893  3.869  -1.745
C  -3.446  -1.044  -1.437
F  4.866  -2.064  -1.196
O  2.044  4.683  -2.647
C  2.908  2.907  -1.400
H  -0.024  3.350  -3.237
H  -5.704  -2.607  -0.550
H  -5.133  2.526  -1.847
O  -5.221  3.871  -0.307
C  5.491  -1.862  0.033
C  3.384  4.818  -2.524
H  -5.513  -1.934  -3.476
H  3.116  1.970  -1.911
H  2.170  -3.898  5.748
H  1.212  -5.918  5.159
H  6.433  -2.400  -0.037
O  -4.334  5.717  0.532
O  -4.339  -0.633  -2.365
O  4.453  1.129  1.230
O  -3.051  3.945  -0.010
H  0.463  -3.139  5.644
O  5.598  -0.483  0.205
C  -3.242  2.711  -0.672
C  4.510  -2.260  1.146
H  1.309  2.203  -3.494
H  -5.019  -3.622  -1.877
O  3.842  -1.034  1.415
O  0.748  -5.014  3.329
O  -2.503  -0.421  -1.074
C  1.215  -3.820  2.910
O  1.306  -3.498  1.763
F  -6.573  -0.970  -2.087
O  3.998  5.705  -3.027
H  -5.154  1.791  -0.220
C  -4.189  4.620  0.119
Cl  1.415  -0.442  -1.165
C  0.708  2.715  -2.740
F  -2.592  2.710  -1.866
H  3.798  -2.963  0.719
H  0.194  1.942  -2.173
O  -3.728  -2.268  -0.977
C  -5.041  -2.639  -1.410
C  -5.387  -1.569  -2.458
O  1.567  -3.049  3.937
C  -4.785  2.620  -0.822
H  -0.425  -1.289  0.125
H  -2.781  1.937  -0.059
H  5.040  -2.718  1.981
C  1.587  3.581  -1.855
H  0.990  3.894  -0.998
C  0.696  -5.061  4.729
C  4.620  -0.022  0.981

Computed properties:
SMILES: O=C1OC[C@@H](F)O1.O=C1OC[C@@H](F)O1.O=C1OC[C@@H](F)O1.O=C1OC[C@@H](F)O1.C[C@H]1COC(=O)O1.ClCCl

Mulliken atomic charge list, values in e, 8 entries: -0.2960, 0.0591, -0.3107, 0.0367, -0.1751, 0.1450, -0.3583, 0.5661

***

Record 5
# C32H33N4O4S

A molecular structure, C32H33N4O4S (ωB97M-V with the def2-TZVPD basis set, OMol25).

Element x y z (Å)
H  6.798  1.750  -0.096
C  -1.944  2.122  5.845
H  7.038  -0.968  0.234
H  -2.619  0.395  4.735
H  3.627  -0.240  2.663
C  1.972  -0.187  1.288
C  -4.313  0.309  2.804
N  0.819  -2.737  -3.307
C  -2.078  1.228  2.121
H  -0.295  3.115  -3.627
C  0.143  -0.466  -0.367
C  3.853  0.485  -0.647
C  -5.308  -1.628  1.759
C  1.035  -2.199  -2.006
O  0.470  2.566  -1.139
H  -1.859  0.349  -0.514
S  -0.652  -4.332  -4.881
H  7.211  -0.579  1.940
H  -2.715  -4.167  -3.595
H  -2.058  0.790  -4.585
H  5.906  -1.669  1.410
C  2.529  0.230  -1.007
C  -0.010  -1.241  -1.546
H  5.748  2.479  1.139
H  -2.131  1.661  6.818
C  -2.790  -3.137  -3.234
C  -0.574  1.942  -1.222
H  0.307  1.422  -3.666
C  -1.132  3.988  4.512
C  -1.299  3.229  3.354
O  -2.331  -0.836  -1.998
H  1.212  -0.392  2.052
C  -3.128  0.177  2.033
H  -4.085  -2.592  0.252
H  1.793  -3.468  -4.957
C  -0.424  -3.242  -3.641
C  6.396  1.623  0.923
C  1.953  -3.457  -3.878
H  -4.389  1.125  3.522
C  -3.083  -0.908  1.133
C  -5.397  -0.561  2.660
N  -1.437  -2.772  -2.821
H  -3.128  -2.505  -4.071
C  1.558  -0.090  -0.047
H  -1.054  3.639  2.379
H  -0.732  4.995  4.435
C  -1.867  1.946  3.406
C  -1.485  3.446  5.754
O  2.017  -2.599  -1.374
H  -6.299  -0.403  3.258
H  -6.128  -2.340  1.675
C  -4.160  -1.780  0.977
H  -2.191  -1.111  0.557
C  -1.516  1.724  -4.751
N  -1.393  1.665  1.066
H  7.218  1.569  1.653
C  -0.590  2.059  -3.612
C  6.469  -0.768  1.157
C  -2.174  1.391  4.676
H  2.261  0.285  -2.070
H  -2.252  2.520  -4.871
C  3.315  -0.082  1.632
H  -3.492  -3.063  -2.398
H  -0.940  1.657  -5.679
H  -0.396  -0.841  0.541
H  4.579  0.782  -1.397
C  -1.163  1.080  -0.124
O  -1.304  1.838  -2.354
N  5.633  0.402  1.040
H  -1.372  4.041  6.658
H  1.974  -4.492  -3.504
C  4.286  0.303  0.682
H  2.880  -2.939  -3.629
C  -1.312  -1.536  -2.127

Computed properties:
Net charge: -1

Mulliken atomic charge list, values in e, 8 entries: 0.3037, -0.7685, 0.2917, 0.5045, 0.3844, -0.6235, -0.6457, 0.1544

***

Record 6
# C2H18NO5

6 unconnected molecules or ions with the total composition C2H18NO5 (ωB97M-V with the def2-TZVPD basis set, OMol25).

Element x y z (Å)
H  0.854  0.008  -1.090
H  -2.676  0.118  -1.258
H  0.565  1.808  4.014
H  0.275  -2.492  0.061
O  -2.398  -0.719  -1.669
H  2.049  -2.397  1.377
H  -0.346  3.881  0.731
O  0.429  -2.960  -2.293
H  -2.053  2.899  -0.925
O  -1.586  2.087  -0.693
H  -0.676  2.071  3.246
H  0.895  3.372  1.321
H  0.171  -1.289  1.444
C  0.562  -1.473  0.432
H  -0.188  -1.277  -1.454
H  -0.283  -3.606  -2.387
H  -0.606  0.093  -0.465
C  2.072  -1.467  0.787
H  0.983  -3.074  -3.084
O  0.460  3.420  0.451
H  -0.744  2.443  -0.329
N  0.112  -0.617  -0.738
O  0.275  2.248  3.204
H  2.755  -1.481  -0.075
H  2.307  -0.780  1.587
H  -3.207  -0.816  -2.197

Computed properties:
Net charge: +1
ΔE to the lowest compared entry with this formula, charge and spin, kJ/mol: 106.10

Mulliken atomic charge list, values in e, 8 entries: 0.3383, 0.2811, 0.3025, 0.2486, -0.6188, 0.3198, 0.3348, -0.6249

***

Record 7
# C5H10O2

A single C5H10O2 molecule (ωB97M-V with the def2-TZVPD basis set, OMol25).

Element x y z (Å)
O  0.248  2.341  0.818
H  -1.544  -1.583  -0.454
O  -0.349  -0.946  -1.917
H  0.450  -0.428  -2.050
C  0.482  -1.299  0.392
H  -1.636  0.455  0.830
H  -1.658  1.030  -0.847
H  0.144  -1.984  1.172
H  0.922  1.226  -0.770
H  0.749  0.141  2.053
H  -0.698  2.363  0.629
H  1.224  -1.827  -0.210
C  1.047  0.004  1.006
C  -0.694  -0.906  -0.543
H  2.140  0.054  0.970
C  -1.040  0.501  -0.102
C  0.381  1.096  0.183

Computed properties:
SMILES: O[C@H]1CC[C@H](O)C1
ΔE to the lowest compared entry with this formula, charge and spin, kJ/mol: 147.60

Mulliken atomic charge list, values in e, 8 entries: -0.5457, 0.3781, -0.5404, 0.3649, -0.6408, 0.4283, 0.3843, 0.2952

***

no.,largest force on an atom (eV/Å),HOMO energy (eV),DFT total energy (eV)
1,4.67,-4.0,-137344.1170
2,5.48,-9.3,-87657.3026
3,2.47,-11.7,-8806.2280
4,1.83,-10.2,-84581.5862
5,3.75,-4.1,-58705.1799
6,2.73,-14.9,-14087.6182
7,1.86,-10.3,-9441.5132